1.
A molecular structure, C24H43BiCl2N4O5Si. Source: the Open Molecules 2025 dataset; level of theory: ωB97M-V with the def2-TZVPD basis set.

Computed properties:
LUMO level = 0.4 eV
HOMO = -0.307 Ha
spin multiplicity = 1
frontier orbital gap = 8.71 eV

Last column: Löwdin charge in e.
CARTESIAN COORDINATES (ANGSTROEM)
1 C -2.273 -0.148 -5.766  -0.06
2 C -1.421 -0.852 -4.740  -0.21
3 H -1.623 0.262 -6.562  0.08
4 H -2.865 0.674 -5.334  0.08
5 H -2.996 -0.778 -6.308  0.08
6 C -0.462 -1.728 -5.123  -0.10
7 C -0.343 -2.285 -6.510  -0.10
8 H 0.286 -2.099 -4.430  0.08
9 H 0.247 -1.610 -7.157  0.08
10 H -1.317 -2.476 -7.012  0.08
11 H 0.190 -3.256 -6.493  0.07
12 Bi 0.392 1.001 1.911  1.38
13 Cl -1.931 1.955 2.786  0.01
14 C -0.370 -1.936 2.184  -0.31
15 O 0.486 -1.218 1.560  -0.39
16 N 0.120 -3.038 2.697  -0.15
17 C 1.506 -3.316 2.334  -0.01
18 C -0.642 -3.926 3.556  -0.02
19 H -1.457 -1.686 2.245  0.16
20 H 2.076 -2.387 2.368  0.10
21 H 1.516 -3.693 1.308  0.09
22 H 1.907 -4.054 3.016  0.09
23 H -1.445 -3.350 4.044  0.10
24 H 0.022 -4.357 4.312  0.09
25 H -1.094 -4.748 2.974  0.09
26 H 0.854 3.160 5.621  0.09
27 H -1.758 3.740 5.272  0.07
28 C 1.124 3.801 4.775  -0.04
29 C -1.243 4.584 4.797  -0.06
30 N -0.075 4.151 4.033  -0.21
31 H 1.830 3.285 4.124  0.08
32 C -0.098 4.176 2.685  -0.44
33 O 0.793 3.745 1.918  -0.18
34 H -1.919 5.072 4.089  0.08
35 H -1.051 4.567 2.296  0.11
36 H 1.585 4.724 5.146  0.09
37 H -0.921 5.300 5.565  0.09
38 H 2.173 0.859 -3.583  0.07
39 H 2.391 -2.220 -3.942  0.08
40 C 3.144 0.438 -3.238  -0.03
41 C 3.169 -2.045 -3.172  -0.05
42 N 2.954 -0.785 -2.460  -0.20
43 H 3.692 1.166 -2.618  0.10
44 C 2.682 -0.744 -1.126  -0.32
45 O 2.514 0.297 -0.472  -0.05
46 H 3.173 -2.877 -2.449  0.08
47 H 2.646 -1.755 -0.664  0.13
48 H 3.731 0.164 -4.129  0.09
49 H 4.139 -1.962 -3.687  0.09
50 O -0.660 0.642 -3.024  -0.19
51 C -1.596 -0.418 -3.293  -0.25
52 C 0.003 -1.948 -2.057  -0.07
53 C -1.301 -1.563 -2.319  -0.20
54 H 0.758 -1.323 -2.503  0.08
55 C 0.313 -3.121 -1.374  -0.08
56 H -2.633 -0.049 -3.132  0.15
57 C -2.335 -2.228 -1.666  -0.04
58 H 1.347 -3.478 -1.292  0.09
59 C -0.759 -3.862 -0.858  -0.10
60 C -2.076 -3.392 -0.954  -0.08
61 H -3.331 -1.811 -1.781  0.12
62 H -0.573 -4.821 -0.371  0.10
63 H -2.921 -3.948 -0.525  0.11
64 Si -0.544 2.196 -3.382  0.34
65 Cl -1.215 0.578 0.244  0.06
66 C 0.873 2.793 -2.329  -0.15
67 C -1.929 3.014 -2.411  -0.16
68 C -0.291 2.563 -5.206  -0.15
69 H 0.477 3.180 -1.390  0.03
70 H 1.389 3.592 -2.870  0.04
71 H 1.575 2.014 -2.033  -0.01
72 H 0.664 2.106 -5.543  0.04
73 H -0.158 3.657 -5.391  0.04
74 H -1.125 2.226 -5.863  0.01
75 H -1.690 2.922 -1.347  0.00
76 H -2.907 2.557 -2.551  0.02
77 H -1.946 4.063 -2.719  0.03
78 O -1.225 1.252 5.661  0.01
79 C -0.494 0.691 4.900  -0.66
80 N 0.268 0.125 4.143  -0.11

=====

2.
A molecular structure, C24H43BrN4O9RuSSi. Source: the Open Molecules 2025 dataset; level of theory: ωB97M-V with the def2-TZVPD basis set.

Computed properties:
LUMO level (alpha / beta) = 0.8 / 1.4 eV
HOMO (alpha / beta) = -0.220 / -0.219 Ha
spin multiplicity = 2
frontier orbital gap (alpha / beta) = 6.81 / 7.32 eV
charge = -1

Last column: Löwdin charge in e.
CARTESIAN COORDINATES (ANGSTROEM)
1 Ru 0.498 1.409 -1.502  1.30
2 O -4.722 -1.142 -3.494  0.07
3 C -3.445 -0.729 -3.297  -0.28
4 C -2.499 -1.532 -2.663  0.04
5 C -1.217 -1.037 -2.502  -0.20
6 N -0.873 0.169 -2.936  0.06
7 C -1.761 0.934 -3.558  -0.16
8 C -3.062 0.526 -3.773  0.08
9 C -1.158 2.263 -4.090  -0.64
10 O -1.792 2.857 -4.948  0.04
11 O -0.021 2.511 -3.624  -0.08
12 C -0.059 -1.803 -1.832  -0.67
13 O -0.161 -3.020 -1.720  0.01
14 O 0.901 -1.078 -1.457  -0.16
15 H -4.831 -2.031 -3.130  0.11
16 H -2.731 -2.523 -2.297  0.13
17 H -3.749 1.168 -4.301  0.13
18 O -0.847 3.278 1.351  -0.44
19 S -0.228 3.606 0.067  0.21
20 O -0.113 5.035 -0.126  -0.31
21 O 1.152 2.982 0.018  -0.45
22 O -1.029 2.972 -1.041  -0.44
23 C 0.393 -2.828 3.917  -0.09
24 C 0.506 -1.652 2.939  -0.62
25 C 1.352 -0.562 3.608  -0.10
26 C 1.271 -2.116 1.695  -0.10
27 Si -1.260 -0.932 2.463  0.73
28 Br -0.934 0.541 0.563  0.71
29 C -2.043 0.266 3.817  -0.61
30 C -3.440 0.706 3.367  -0.10
31 C -2.159 -0.422 5.184  -0.09
32 C -1.229 1.554 3.994  -0.10
33 C -2.534 -2.286 1.788  -0.61
34 C -1.825 -3.402 1.014  -0.09
35 C -3.535 -1.642 0.822  -0.12
36 C -3.316 -2.953 2.925  -0.10
37 H 1.386 -3.191 4.172  0.08
38 H -0.164 -3.651 3.482  0.06
39 H -0.107 -2.529 4.834  0.06
40 H 2.374 -0.917 3.737  0.08
41 H 0.964 -0.312 4.591  0.06
42 H 1.377 0.334 2.996  0.08
43 H 2.291 -2.375 1.974  0.09
44 H 1.319 -1.333 0.944  0.04
45 H 0.818 -2.985 1.235  0.07
46 H -4.133 -0.129 3.323  0.06
47 H -3.371 1.180 2.392  0.07
48 H -3.839 1.435 4.072  0.09
49 H -2.721 -1.347 5.121  0.06
50 H -2.667 0.238 5.885  0.08
51 H -1.179 -0.647 5.592  0.06
52 H -1.082 2.071 3.048  0.03
53 H -0.264 1.368 4.449  0.06
54 H -1.775 2.228 4.656  0.09
55 H -1.223 -3.008 0.203  0.05
56 H -2.569 -4.068 0.577  0.09
57 H -1.191 -3.998 1.663  0.07
58 H -3.016 -1.258 -0.049  0.02
59 H -4.070 -0.819 1.279  0.06
60 H -4.259 -2.389 0.496  0.09
61 H -2.644 -3.385 3.660  0.07
62 H -3.935 -3.753 2.519  0.08
63 H -3.970 -2.247 3.425  0.06
64 C 6.100 1.763 -2.700  -0.07
65 N 4.840 2.479 -2.716  -0.19
66 C 4.817 3.606 -1.807  -0.07
67 C 3.672 1.698 -2.779  -0.42
68 N 2.801 1.646 -1.839  0.10
69 N 3.544 0.949 -3.903  -0.15
70 C 4.149 1.351 -5.151  -0.06
71 C 2.362 0.129 -4.054  -0.06
72 H 6.390 1.479 -1.679  0.09
73 H 6.885 2.402 -3.111  0.09
74 H 6.025 0.862 -3.300  0.08
75 H 5.582 4.314 -2.133  0.09
76 H 5.024 3.328 -0.764  0.09
77 H 3.846 4.096 -1.860  0.10
78 H 3.021 2.194 -1.011  0.04
79 H 4.833 2.182 -4.993  0.08
80 H 3.373 1.667 -5.855  0.10
81 H 4.695 0.508 -5.589  0.09
82 H 2.176 -0.420 -3.130  0.06
83 H 2.531 -0.575 -4.868  0.09
84 H 1.480 0.744 -4.275  0.07

=====

3.
A molecular structure, C24H43Cl2CoN4O4SSi. Source: the Open Molecules 2025 dataset; level of theory: ωB97M-V with the def2-TZVPD basis set.

Computed properties:
LUMO level (alpha / beta) = 2.5 / 2.5 eV
HOMO (alpha / beta) = -0.145 / -0.177 Ha
spin multiplicity = 4
frontier orbital gap (alpha / beta) = 6.46 / 7.31 eV
charge = -1

Last column: Löwdin charge in e.
CARTESIAN COORDINATES (ANGSTROEM)
1 C -3.839 -3.050 -1.653  -0.05
2 C -2.603 -2.254 -2.054  -0.24
3 H -4.715 -2.380 -1.741  0.09
4 H -3.710 -3.542 -0.682  0.09
5 H -3.876 -3.857 -2.379  0.07
6 C -2.566 -1.532 -3.215  -0.13
7 C -3.348 -1.890 -4.413  -0.13
8 H -1.980 -0.581 -3.295  0.08
9 H -4.422 -1.663 -4.357  0.07
10 H -3.302 -2.972 -4.518  0.06
11 H -2.867 -1.506 -5.322  0.07
12 Co 1.834 -0.379 2.404  -0.01
13 Cl 1.614 -2.413 3.300  -0.09
14 C 3.161 -0.351 0.095  -0.28
15 O 2.482 0.511 0.723  -0.16
16 N 4.088 0.050 -0.812  -0.17
17 C 4.095 1.499 -1.002  -0.06
18 C 5.319 -0.736 -1.065  -0.04
19 H 3.046 -1.443 0.236  0.15
20 H 3.097 1.810 -1.351  0.08
21 H 4.852 1.768 -1.750  0.09
22 H 4.327 2.033 -0.058  0.07
23 H 5.073 -1.800 -0.897  0.09
24 H 6.151 -0.433 -0.383  0.09
25 H 5.620 -0.587 -2.124  0.08
26 H 2.841 3.301 3.965  0.09
27 H 4.054 1.242 5.586  0.07
28 C 2.021 3.121 4.673  -0.03
29 C 3.064 1.264 6.078  -0.05
30 N 2.030 1.738 5.157  -0.17
31 H 1.072 3.316 4.167  0.09
32 C 1.283 0.810 4.533  -0.33
33 O 0.643 1.001 3.456  -0.13
34 H 2.812 0.240 6.391  0.09
35 H 1.261 -0.186 5.025  0.11
36 H 2.164 3.816 5.512  0.08
37 H 3.160 1.941 6.948  0.08
38 H -3.648 1.543 -1.505  0.09
39 H -2.147 1.222 -3.841  0.08
40 C -3.081 2.500 -1.548  -0.03
41 C -1.662 2.165 -3.523  -0.07
42 N -1.729 2.284 -2.068  -0.19
43 H -3.061 2.980 -0.565  0.08
44 C -0.571 2.539 -1.355  -0.31
45 O -0.473 2.551 -0.112  -0.01
46 H -0.612 2.178 -3.859  0.08
47 H 0.312 2.677 -2.056  0.13
48 H -3.614 3.150 -2.261  0.08
49 H -2.199 3.010 -3.974  0.08
50 O -2.282 -1.050 -0.558  -0.30
51 C -1.492 -2.126 -1.058  -0.28
52 C 0.072 -0.463 -2.004  -0.10
53 C -0.157 -1.763 -1.647  -0.22
54 H -0.640 0.286 -1.650  0.09
55 C 1.130 -0.080 -2.811  -0.09
56 H -1.456 -2.908 -0.287  0.16
57 C 0.819 -2.710 -1.942  -0.02
58 H 1.289 0.985 -3.059  0.08
59 C 1.987 -1.064 -3.350  -0.10
60 C 1.872 -2.353 -2.804  -0.10
61 H 0.760 -3.691 -1.482  0.11
62 H 2.792 -0.797 -4.055  0.10
63 H 2.616 -3.103 -3.091  0.09
64 Si -2.669 -0.525 1.063  0.40
65 Cl 0.089 -0.583 1.262  0.39
66 C -2.653 1.266 1.651  -0.19
67 C -2.555 -1.414 2.773  -0.22
68 C -4.399 -0.957 0.381  -0.18
69 H -1.909 1.868 1.112  -0.02
70 H -2.386 1.293 2.722  0.03
71 H -3.639 1.755 1.570  0.03
72 H -4.558 -0.356 -0.536  0.03
73 H -5.214 -0.807 1.094  0.02
74 H -4.414 -2.021 0.124  -0.01
75 H -1.838 -0.866 3.415  0.01
76 H -2.190 -2.447 2.703  0.02
77 H -3.547 -1.420 3.266  0.03
78 S 5.531 1.269 2.572  0.55
79 C 4.293 0.359 2.946  -0.91
80 N 3.299 -0.280 3.166  -0.15

=====

One value per record, in order, for maximum force: 2.585; 4.236; 10.527 eV Å⁻¹.